No. 1
Entry from the Open Molecules 2025 dataset: a 7-piece molecular cluster, C42H47N2O12 overall in a non-equilibrium geometry (ωB97M-V with the def2-TZVPD basis set).

Properties
Total charge = +1
LUMO = -2.1 eV
Gap between HOMO and LUMO = 7.807 eV
Energy = -2640.24343 hartree
Relative energy (zero: lowest compared OMol25 entry of this formula, charge and spin) = 423.8 kJ/mol

Each line ends with the Löwdin charge.
Geometry (Å):
C  1.66  -0.86  -0.27  -0.017
C  1.35  -0.41  1.25  -0.125
N  0.22  0.51  1.42  -0.051
C  0.37  1.87  1.60  0.052
C  -1.01  2.37  1.77  0.008
N  -1.80  1.31  1.60  -0.062
C  -1.07  0.22  1.46  -0.035
C  -3.33  1.43  1.56  0.101
H  2.62  -1.51  -0.15  0.086
H  1.95  0.14  -0.90  0.105
H  0.71  -1.36  -0.74  0.068
H  2.26  -0.01  1.68  0.108
H  0.98  -1.20  1.88  0.110
H  1.37  2.37  1.61  0.133
H  -1.35  3.38  1.75  0.122
H  -1.26  -0.74  1.41  0.102
H  -3.85  0.49  1.64  0.084
H  -3.35  2.00  0.39  0.171
H  -3.55  1.94  2.31  -0.021
C  -2.95  1.31  6.15  0.094
C  -3.75  0.69  4.94  0.017
C  -3.43  -0.57  4.43  -0.327
C  -2.29  -1.29  5.06  0.005
C  -1.66  -0.76  6.18  -0.069
C  -1.90  0.43  6.74  -0.361
O  -1.15  0.85  7.75  0.063
O  -4.14  -1.17  3.43  -0.015
H  -3.23  2.26  6.47  0.069
H  -4.46  1.30  4.44  0.082
H  -1.74  -2.18  4.89  0.090
H  -0.97  -1.52  6.55  0.124
H  -1.71  1.34  8.38  0.128
H  -4.40  -2.12  3.41  0.140
C  2.71  2.34  -3.48  0.011
C  2.04  1.25  -4.33  0.057
C  0.60  1.03  -4.15  -0.343
C  -0.05  1.69  -3.02  -0.043
C  0.67  2.46  -2.10  -0.048
C  1.97  2.97  -2.45  -0.376
O  2.47  3.93  -1.64  -0.022
O  -0.28  0.38  -4.89  0.074
H  3.67  2.73  -3.83  0.109
H  2.62  0.84  -5.00  0.034
H  -1.23  1.60  -3.02  0.143
H  -0.03  3.03  -1.25  0.159
H  3.35  4.45  -1.93  0.198
H  0.30  -0.19  -5.31  0.066
C  -4.76  2.27  -3.58  0.041
C  -3.95  2.72  -2.26  0.046
C  -3.85  4.08  -2.10  -0.385
C  -4.28  4.93  -3.04  -0.056
C  -4.99  4.59  -4.19  0.050
C  -5.29  3.15  -4.43  -0.373
O  -6.01  2.80  -5.52  0.038
O  -3.25  4.60  -0.93  -0.060
H  -4.75  1.17  -3.70  0.113
H  -3.44  2.25  -1.44  0.051
H  -4.25  6.06  -2.94  0.138
H  -5.33  5.39  -4.70  0.071
H  -5.35  3.05  -6.21  0.137
H  -2.88  5.60  -0.80  0.192
C  5.51  1.21  2.53  0.010
C  6.18  0.14  1.72  0.043
C  5.81  -0.12  0.31  -0.326
C  4.85  0.80  -0.21  -0.013
C  4.28  1.74  0.58  -0.034
C  4.53  2.01  1.96  -0.308
O  3.90  2.99  2.68  0.012
O  6.33  -1.04  -0.44  0.132
H  5.87  1.17  3.50  0.081
H  6.86  -0.63  2.09  0.100
H  4.59  0.66  -1.31  0.147
H  3.55  1.94  0.16  -0.038
H  3.33  2.76  3.46  0.131
H  6.82  -1.59  0.02  0.039
C  4.05  -3.99  1.07  0.050
C  3.88  -3.87  -0.44  -0.018
C  2.73  -4.22  -1.13  -0.333
C  1.63  -4.61  -0.36  -0.053
C  1.65  -4.56  1.00  -0.065
C  2.82  -4.32  1.74  -0.355
O  2.93  -4.42  3.09  0.006
O  2.59  -4.18  -2.51  0.031
H  5.09  -3.74  1.25  0.093
H  4.75  -3.56  -1.12  0.133
H  0.69  -5.03  -0.83  0.127
H  0.66  -4.73  1.63  0.152
H  2.16  -4.84  3.59  0.144
H  1.76  -4.25  -2.99  0.050
C  -0.62  -2.27  -2.99  0.066
C  -1.45  -1.63  -1.76  0.044
C  -2.32  -2.46  -1.06  -0.354
C  -2.36  -3.83  -1.29  -0.047
C  -1.52  -4.38  -2.21  -0.024
C  -0.63  -3.60  -3.08  -0.348
O  0.13  -4.16  -4.05  0.090
O  -3.08  -1.97  -0.03  0.007
H  0.10  -1.53  -3.35  0.099
H  -1.49  -0.58  -1.74  0.065
H  -3.00  -4.63  -0.72  0.159
H  -1.48  -5.52  -2.37  0.151
H  -0.06  -4.27  -4.87  0.024
H  -3.57  -2.58  0.58  0.129


No. 2
Entry from the Open Molecules 2025 dataset: C42H47N5OP2PdS2 as an isolated structure in a non-equilibrium geometry (ωB97M-V with the def2-TZVPD basis set).

Properties
LUMO (alpha / beta) = 0.6 / -0.9 eV
Gap between HOMO and LUMO (alpha / beta) = 7.144 / 6.778 eV
Multiplicity = 3
Energy = -3584.67827 hartree
Relative energy (zero: lowest compared OMol25 entry of this formula, charge and spin) = 111.0 kJ/mol

Each line ends with the Löwdin spin population.
Geometry (Å):
Pd  0.27  -1.07  0.36  0.816
S  -3.31  1.18  0.57  0.004
P  -1.59  2.08  0.72  0.105
C  -0.20  0.97  0.61  0.605
P  1.49  1.43  0.72  0.098
S  2.51  -0.17  1.32  0.106
C  2.11  1.89  -0.94  0.020
C  1.29  1.67  -2.05  0.009
C  1.74  2.02  -3.31  0.000
C  3.00  2.57  -3.47  0.000
C  3.83  2.74  -2.37  0.001
C  3.39  2.40  -1.11  0.004
C  1.92  2.79  1.86  0.005
C  2.45  4.03  1.53  0.003
C  2.75  4.94  2.53  0.000
C  2.53  4.63  3.86  0.004
C  1.99  3.40  4.20  0.000
C  1.69  2.48  3.21  0.006
C  -1.56  3.00  2.31  0.019
C  -2.01  2.31  3.43  0.006
C  -2.11  2.95  4.66  0.001
C  -1.76  4.29  4.77  0.004
C  -1.29  4.98  3.66  0.001
C  -1.20  4.34  2.43  0.004
C  -1.47  3.41  -0.55  0.024
C  -0.34  4.21  -0.70  0.005
C  -0.28  5.17  -1.69  0.000
C  -1.36  5.35  -2.54  0.003
C  -2.50  4.57  -2.40  0.001
C  -2.55  3.59  -1.41  0.006
H  0.32  1.23  -1.90  0.006
H  1.09  1.87  -4.17  0.000
H  3.35  2.85  -4.46  0.000
H  4.83  3.15  -2.51  0.000
H  4.05  2.50  -0.25  0.001
H  2.64  4.29  0.49  0.000
H  3.18  5.90  2.26  0.000
H  2.77  5.35  4.63  0.000
H  1.80  3.15  5.23  0.000
H  1.28  1.51  3.46  0.001
H  -2.30  1.27  3.33  0.000
H  -2.47  2.42  5.53  0.000
H  -1.85  4.80  5.72  0.000
H  -1.01  6.02  3.74  0.000
H  -0.86  4.89  1.57  0.000
H  0.50  4.08  -0.03  0.000
H  0.61  5.78  -1.80  0.000
H  -1.31  6.10  -3.32  0.000
H  -3.34  4.71  -3.05  0.000
H  -3.43  2.97  -1.29  0.001
C  5.19  -4.58  -2.09  0.000
C  3.83  -4.78  -2.74  0.000
N  2.75  -4.20  -1.95  0.000
C  2.12  -3.00  -2.50  0.001
C  3.08  -1.82  -2.57  0.000
C  2.33  -4.94  -0.89  0.001
O  2.80  -6.04  -0.66  0.002
C  1.23  -4.46  0.03  0.015
C  0.18  -5.34  0.26  0.002
C  -0.74  -5.04  1.25  0.014
C  -0.60  -3.86  1.96  0.002
N  0.39  -3.00  1.75  0.020
C  1.30  -3.29  0.81  0.004
H  5.98  -4.99  -2.73  0.000
H  5.23  -5.11  -1.13  0.000
H  5.39  -3.52  -1.91  0.000
H  3.63  -5.85  -2.83  0.000
H  3.80  -4.33  -3.73  0.000
H  1.25  -2.73  -1.90  0.002
H  1.76  -3.24  -3.50  0.000
H  3.53  -1.63  -1.60  0.000
H  2.53  -0.93  -2.88  0.000
H  3.88  -2.00  -3.29  0.000
H  0.13  -6.26  -0.30  0.000
H  -1.55  -5.73  1.48  0.001
H  -1.29  -3.62  2.76  0.000
H  2.20  -2.69  0.80  0.002
C  -4.97  -2.20  1.53  0.000
C  -3.69  -1.93  2.29  0.000
N  -2.56  -1.84  1.38  -0.002
C  -2.59  -2.16  0.05  0.002
N  -1.61  -1.77  -0.74  0.054
C  -1.72  -2.01  -2.17  0.005
C  -3.14  -2.28  -2.62  0.003
C  -3.67  -3.39  -1.73  0.000
N  -3.63  -2.93  -0.36  0.001
C  -4.70  -3.33  0.55  0.000
H  -5.26  -1.31  0.97  0.000
H  -5.77  -2.47  2.22  0.000
H  -3.51  -2.73  3.02  0.000
H  -3.78  -0.99  2.83  0.000
H  -1.92  -1.07  1.55  0.000
H  -1.09  -2.87  -2.45  0.000
H  -1.32  -1.13  -2.68  0.000
H  -3.17  -2.56  -3.67  0.001
H  -3.75  -1.38  -2.47  0.000
H  -3.06  -4.29  -1.86  0.000
H  -4.70  -3.64  -1.99  0.000
H  -4.42  -4.24  1.10  0.000
H  -5.59  -3.55  -0.04  0.000


No. 3
Entry from the Open Molecules 2025 dataset: C42H48BN6NiSb2 as an isolated structure (ωB97M-V with the def2-TZVPD basis set).

Properties
Total charge = +1
LUMO (alpha / beta) = -2.5 / -2.5 eV
Gap between HOMO and LUMO (alpha / beta) = 8.279 / 8.331 eV
Energy = -3971.33648 hartree
Relative energy (zero: lowest compared OMol25 entry of this formula, charge and spin) = 0.0 kJ/mol

Each line ends with the Löwdin charge.
Geometry (Å):
Ni  -0.16  -0.75  -0.18  0.062
C  -2.50  -2.47  -2.32  -0.016
C  -2.51  -2.58  -0.84  -0.323
C  -3.31  -3.42  -0.07  0.031
C  -2.82  -3.35  1.22  -0.258
C  -3.26  -4.08  2.44  -0.009
N  -1.78  -2.49  1.22  0.062
N  -1.62  -1.98  -0.04  -0.002
B  -0.57  -2.48  2.20  -0.500
N  0.66  -2.92  1.36  0.055
N  0.90  -2.32  0.16  -0.018
C  1.76  -3.08  -0.51  -0.325
C  2.19  -2.77  -1.91  -0.020
C  2.12  -4.17  0.28  0.035
C  1.40  -4.04  1.45  -0.258
C  1.36  -4.94  2.64  -0.006
N  -0.36  -1.09  2.79  0.017
N  -0.33  -0.02  1.96  0.073
C  -0.24  1.05  2.74  -0.321
C  -0.26  2.44  2.19  -0.030
C  -0.21  0.67  4.09  0.024
C  -0.29  -0.70  4.08  -0.266
C  -0.31  -1.66  5.23  -0.013
H  -2.29  -3.45  -2.75  0.095
H  -1.72  -1.79  -2.67  0.036
H  -3.46  -2.13  -2.71  0.083
H  -4.14  -4.03  -0.41  0.120
H  -4.19  -4.62  2.23  0.086
H  -3.44  -3.40  3.27  0.090
H  -2.52  -4.81  2.76  0.080
H  -0.76  -3.28  3.07  0.115
H  1.48  -2.08  -2.37  0.050
H  2.20  -3.68  -2.50  0.093
H  3.19  -2.34  -1.94  0.077
H  2.81  -4.96  0.03  0.120
H  2.11  -5.72  2.53  0.086
H  0.39  -5.41  2.76  0.083
H  1.58  -4.39  3.56  0.083
H  -0.13  2.43  1.11  0.026
H  0.53  3.05  2.61  0.083
H  -1.21  2.92  2.42  0.087
H  -0.14  1.31  4.95  0.115
H  -0.19  -1.12  6.16  0.084
H  0.50  -2.39  5.15  0.079
H  -1.25  -2.22  5.27  0.083
C  -0.23  0.72  -3.55  -0.351
C  1.13  1.44  -3.57  -0.349
C  2.28  0.83  -2.75  -0.337
Sb  1.92  0.57  -0.65  1.557
C  2.28  2.51  0.11  -0.365
C  2.99  2.63  1.30  -0.127
C  3.22  3.88  1.85  -0.075
C  2.73  5.02  1.23  -0.069
C  2.03  4.91  0.04  -0.065
C  1.80  3.66  -0.52  -0.123
C  3.66  -0.37  0.08  -0.382
C  3.59  -1.05  1.30  -0.136
C  4.74  -1.61  1.84  -0.065
C  5.95  -1.51  1.17  -0.067
C  6.02  -0.83  -0.04  -0.071
C  4.87  -0.26  -0.58  -0.117
Sb  -1.33  0.95  -1.72  1.535
C  -1.47  3.07  -1.65  -0.365
C  -1.24  3.82  -2.81  -0.139
C  -1.41  5.20  -2.80  -0.069
C  -1.81  5.84  -1.63  -0.071
C  -2.08  5.10  -0.49  -0.065
C  -1.92  3.72  -0.51  -0.132
C  -3.38  0.64  -2.14  -0.386
C  -3.91  0.98  -3.38  -0.117
C  -5.27  0.81  -3.62  -0.072
C  -6.09  0.30  -2.62  -0.070
C  -5.56  -0.02  -1.38  -0.069
C  -4.20  0.15  -1.14  -0.143
H  -0.09  -0.36  -3.67  0.048
H  -0.83  1.05  -4.39  0.056
H  1.01  2.48  -3.29  0.066
H  1.47  1.46  -4.61  0.116
H  3.16  1.47  -2.84  0.067
H  2.55  -0.15  -3.14  0.051
H  3.38  1.75  1.80  0.097
H  3.78  3.96  2.78  0.111
H  2.91  6.00  1.66  0.109
H  1.65  5.79  -0.46  0.109
H  1.24  3.60  -1.45  0.075
H  2.64  -1.15  1.82  0.094
H  4.68  -2.13  2.79  0.110
H  6.84  -1.95  1.60  0.109
H  6.96  -0.75  -0.56  0.109
H  4.94  0.27  -1.52  0.099
H  -0.95  3.34  -3.73  0.090
H  -1.23  5.76  -3.70  0.110
H  -1.94  6.91  -1.62  0.109
H  -2.43  5.59  0.41  0.111
H  -2.16  3.15  0.39  0.084
H  -3.28  1.38  -4.17  0.096
H  -5.69  1.06  -4.58  0.109
H  -7.15  0.17  -2.81  0.109
H  -6.20  -0.41  -0.59  0.110
H  -3.79  -0.13  -0.17  0.098